Entry 1:
# C48H50N5OPPbSi2

A structure of composition C48H50N5OPPbSi2 (ωB97M-V/def2-TZVPD, the Open Molecules 2025 dataset).

Calculated values
**Lowest unoccupied orbital energy**: 0.002 Eh
**Net charge**: 0
**Orbital gap**: 6.7 eV
**Energy relative to the best compared isomer or geometry (same formula, charge and spin)**: 0.000 eV

Geometry (Å):
H1 5.949 1.148 -1.299
C1 -2.063 -0.786 -1.941
H2 3.233 2.514 -1.043
C2 0.909 3.314 1.385
H3 1.490 -1.858 -5.271
C3 -1.308 0.119 4.312
H4 -2.353 -0.710 -4.081
H5 -2.933 5.093 -0.638
H6 0.487 -1.534 -3.043
C4 -2.463 0.460 5.054
H7 -0.814 -2.543 3.409
P1 -0.863 0.610 -1.768
H8 5.108 0.746 0.214
C5 -2.427 0.474 6.468
H9 -0.167 -5.906 0.051
C6 -0.618 5.638 1.478
C7 -3.526 -2.251 -3.190
H10 -3.313 0.759 7.022
N1 1.065 -2.736 0.535
C8 -3.852 -2.943 -2.028
C9 -2.375 0.480 2.319
H11 -0.520 5.640 -0.722
C10 2.125 -3.241 -0.250
H12 -1.850 -1.296 0.132
H13 1.134 3.731 -0.817
O1 -1.402 3.045 1.248
H14 -4.560 -3.763 -2.063
H15 1.979 -5.298 2.432
H16 -2.922 1.210 -3.620
N2 1.024 -0.536 4.279
C11 -3.862 3.045 -3.141
C12 -0.116 -0.247 5.010
C13 -1.213 -2.998 2.496
H17 4.319 0.810 -4.065
C14 -0.038 1.564 -4.328
C15 -1.953 2.114 -1.930
C16 -0.089 0.511 -3.422
H18 -2.319 0.547 1.241
H19 -0.664 5.185 3.567
C17 4.151 -0.143 -3.553
C18 2.783 1.820 -1.756
C19 1.083 0.151 -5.925
C20 0.489 -0.718 -3.762
N3 -1.278 0.141 2.945
C21 -1.006 3.582 0.020
H20 5.059 -0.744 -3.662
Pb1 1.014 -0.486 0.476
N4 -1.096 8.179 1.628
H21 5.192 -4.575 -2.285
H22 0.782 -0.516 6.921
C22 -0.877 7.050 1.571
H23 -0.419 2.711 3.040
C23 0.488 3.799 0.045
C24 -0.559 4.839 2.546
H24 4.692 -2.180 -2.224
C25 -3.884 4.139 -2.292
H25 -1.228 0.132 8.194
H26 2.822 2.289 -2.745
H27 2.977 2.947 1.211
C26 -0.367 3.388 2.195
C27 -2.914 2.056 -2.949
C28 -1.272 0.129 7.111
C29 -3.595 0.780 2.962
C30 3.513 -5.104 -1.046
C31 1.188 -4.654 2.827
H28 -4.544 1.004 4.860
H29 3.347 -0.664 -4.076
H30 0.576 2.205 -6.282
H31 -1.531 -5.654 1.146
C32 0.549 1.383 -5.577
C33 -1.941 3.261 -1.110
H32 -4.591 2.946 -3.937
H33 0.563 -5.257 3.498
H34 1.729 1.692 -1.491
H35 1.733 -1.072 4.747
H36 -1.770 -2.225 1.960
H37 1.807 -5.322 0.200
H38 -0.461 2.527 -4.068
H39 -1.936 -3.764 2.804
C34 2.428 -4.612 -0.334
H40 -4.627 4.919 -2.413
C35 -3.632 0.771 4.322
C36 2.952 -2.342 -0.972
C37 -2.925 4.237 -1.303
C38 1.059 -0.897 -5.012
H41 1.670 -3.876 3.430
C39 4.040 -2.865 -1.690
H42 0.859 -0.802 3.325
Si1 0.133 -3.847 1.493
H43 -4.473 1.000 2.368
H44 -1.361 -4.662 -0.313
N5 2.666 -0.970 -0.954
C40 -2.355 -1.528 -0.798
C41 -3.248 -2.593 -0.831
H45 5.862 -0.534 -0.746
C42 2.091 2.919 1.834
H46 2.209 2.565 2.857
H47 -3.453 -3.151 0.076
C43 -2.633 -1.191 -3.152
H48 -3.966 -2.544 -4.138
C44 -0.123 -0.242 6.386
H49 1.536 0.011 -6.899
C45 4.332 -4.220 -1.730
C46 -0.463 5.002 0.147
Si2 3.699 0.170 -1.754
H50 3.715 -6.169 -1.052
C47 5.305 0.408 -0.810
C48 -0.807 -5.144 0.502

Forces on atoms 1 to 6 (eV/Å):
H -0.0820 -0.0737 0.0457
C 0.0899 -0.0396 0.1090
H -0.0297 0.0306 0.0190
C -0.0345 -0.0909 -0.1720
H -0.0166 0.0602 0.0163
C -0.1331 0.0781 -0.0638

Entry 2:
# C48H51Cl2F11INO23S3

A cluster of 7 separate species, C48H51Cl2F11INO23S3 in total (ωB97M-V/def2-TZVPD, the Open Molecules 2025 dataset).

Calculated values
**Lowest unoccupied orbital energy**: -0.006 Eh
**Net charge**: 0
**Orbital gap**: 8.3 eV

Geometry (Å):
O1 -1.325 2.241 -13.160
C1 -8.245 -1.558 -3.910
O2 3.683 0.754 8.592
H1 -4.075 0.228 5.336
Cl1 1.222 0.535 2.263
O3 -7.348 -0.936 -4.383
H2 4.392 3.077 1.905
C2 -0.687 3.629 -0.650
H3 5.374 -3.176 0.585
H4 1.920 3.648 -5.934
C3 3.137 1.697 0.663
H5 -0.920 -0.645 -3.801
H6 -2.438 -0.650 3.682
H7 1.044 4.323 -12.535
H8 0.897 4.955 -1.408
C4 0.982 -0.894 -2.626
H9 8.790 -2.324 2.226
H10 3.356 1.846 10.314
Cl2 3.872 2.213 -0.899
I1 -5.866 0.615 -1.829
H11 5.384 -0.460 10.457
C5 7.801 -1.884 2.520
C6 -4.527 1.202 -0.261
O4 3.110 5.572 -8.220
C7 1.954 1.044 0.690
C8 -9.949 -1.491 0.715
F1 -2.619 -2.705 4.906
O5 -9.675 -2.815 0.554
C9 3.958 2.048 1.946
H12 -0.717 4.424 0.151
C10 -9.283 -3.140 -2.758
H13 3.348 1.979 2.879
H14 4.044 -3.764 -3.578
H15 -8.249 -3.334 1.954
H16 0.388 2.684 -14.210
C11 -0.181 1.246 -0.846
H17 -3.741 -1.002 2.448
O6 1.156 2.802 -3.814
O7 -9.453 -1.027 -3.587
F2 0.718 1.426 -12.680
H18 4.887 -1.541 0.016
F3 -5.088 -3.465 2.401
H19 -5.401 2.038 3.683
F4 7.668 -2.343 10.018
H20 -10.946 -1.811 -2.367
F5 -9.310 -2.203 3.907
H21 8.837 -3.460 8.115
C12 -4.354 1.623 3.662
C13 -3.847 -3.448 2.980
O8 2.928 -1.959 -3.754
C14 0.354 3.664 -3.046
H22 5.975 -2.829 9.051
H23 -8.961 -3.054 -1.719
C15 0.198 3.690 -12.273
C16 2.525 3.876 -6.810
O9 7.040 -1.346 8.103
H24 1.228 -3.029 -3.136
C17 -4.441 0.158 4.269
C18 4.386 -0.039 10.607
H25 3.353 3.166 -6.860
H26 7.428 -4.539 8.107
C19 0.610 3.867 -1.504
O10 5.662 -2.917 -1.457
H27 3.070 -3.283 -2.066
H28 7.959 -1.138 3.350
H29 -5.504 -0.178 4.306
C20 -1.928 3.446 -12.935
H30 1.022 -1.984 -4.575
C21 7.120 -1.920 0.237
H31 2.287 6.011 -6.385
H32 5.590 -1.982 -3.295
O11 7.147 -1.179 1.458
C22 7.012 -2.547 8.849
C23 -10.006 -2.349 2.755
C24 6.808 -2.967 3.132
F6 -9.742 -4.396 -2.992
C25 -3.871 1.642 2.165
F7 -4.899 -2.483 4.870
C26 -2.497 2.015 1.817
C27 4.136 1.235 9.855
H33 -11.049 -2.586 2.982
C28 3.640 -2.916 -2.961
H34 -3.734 2.284 4.313
H35 1.143 1.943 -3.341
C29 -3.152 1.548 -0.610
O12 6.858 -1.003 5.878
O13 3.415 -0.920 10.080
H36 4.623 -1.125 -2.049
C30 2.986 5.302 -6.835
C31 -9.336 -3.328 1.839
C32 0.064 2.504 -13.181
F8 4.205 5.434 -6.256
H37 7.178 -3.319 4.129
C33 -4.894 1.258 1.167
O14 1.753 3.788 -8.007
H38 7.497 -1.248 -0.588
O15 1.832 4.910 -9.960
O16 -9.943 -1.132 2.030
H39 5.036 1.839 9.745
H40 -10.894 -2.437 -4.027
O17 -10.172 -0.744 -0.181
H41 -1.563 3.861 -1.325
C34 4.917 -2.147 -2.399
C35 -3.726 -2.361 4.136
O18 7.431 -3.037 6.664
C36 -10.286 -2.108 -3.180
H42 0.283 3.408 -11.223
S1 -2.534 1.477 -2.332
H43 7.737 -2.859 0.251
O19 -8.188 -2.889 -3.619
H44 -7.251 1.931 2.121
C37 1.514 -2.020 -3.560
F9 4.152 0.122 11.932
H45 2.670 -0.840 -1.188
C38 -0.887 0.731 -2.050
C39 -3.530 -0.898 3.551
C40 5.644 -2.350 -0.140
C41 1.136 0.635 -0.556
N1 -0.761 2.290 -0.009
O20 -0.511 4.254 -3.633
F10 -3.648 -4.679 3.567
H46 5.824 -2.438 3.292
O21 -1.039 4.371 -12.484
H47 -9.708 -4.344 1.967
C42 1.680 -0.402 -1.448
F11 -2.936 -3.266 1.985
O22 -3.082 3.660 -13.116
S2 -6.601 0.822 1.612
H48 -1.547 1.728 4.204
C43 7.755 -3.509 7.969
S3 -1.295 2.509 3.091
H49 4.820 1.330 2.073
C44 -2.131 1.955 0.388
C45 2.198 4.767 -8.836
C46 7.089 -1.725 6.790
H50 1.509 3.296 -1.152
C47 -0.334 -0.294 -2.914
O23 2.645 -1.148 7.968
H51 6.638 -3.808 2.405
C48 3.192 -0.500 8.798

Forces on atoms 1 to 6 (eV/Å):
O 0.1790 0.5827 -0.2125
C 0.3337 0.5074 -0.4061
O -0.0816 -0.4949 0.3119
H -0.5203 -0.1530 -0.9947
Cl 0.8623 0.2194 -1.5297
O -0.1667 -0.1407 0.1359

Entry 3:
# C48H53BrFN6O5SYb

A structure of composition C48H53BrFN6O5SYb (ωB97M-V/def2-TZVPD, the Open Molecules 2025 dataset).

Calculated values
**2S+1**: 2
**Lowest unoccupied orbital energy (spin up / spin down)**: -0.179 / -0.181 Eh
**Net charge**: +2
**Orbital gap (spin up / spin down)**: 5.7 / 5.7 eV
**Energy relative to the best compared isomer or geometry (same formula, charge and spin)**: 0.000 eV

Geometry (Å):
C1 11.693 17.786 8.162
C2 13.448 11.543 11.169
H1 11.898 10.975 13.897
H2 12.036 15.182 8.338
C3 10.168 11.856 8.406
C4 15.433 16.769 16.172
H3 12.681 10.521 16.739
H4 11.290 16.810 7.850
C5 13.444 16.386 11.237
H5 13.646 20.888 9.055
C6 8.734 10.813 14.432
H6 11.827 12.931 7.379
H7 15.816 8.169 13.242
C7 17.489 7.913 16.103
C8 14.164 14.003 15.756
C9 19.111 11.132 13.689
H8 17.189 7.863 12.161
H9 9.609 13.843 7.623
O1 12.688 10.544 14.684
C10 19.922 12.353 15.794
H10 19.999 13.227 15.127
H11 14.250 18.742 9.997
H12 11.900 13.123 16.469
N1 14.920 9.259 16.052
O2 10.857 11.307 13.460
C11 18.301 10.148 13.076
H13 10.511 10.233 17.866
N2 13.843 12.752 15.893
C12 10.117 10.998 14.513
C13 12.416 15.222 9.371
C14 15.502 14.367 15.452
H14 12.734 19.162 10.775
Yb1 14.888 10.779 14.178
C15 17.682 9.138 13.874
C16 13.617 12.766 11.977
H15 20.279 11.505 11.923
C17 14.048 8.207 15.874
C18 18.671 10.364 17.423
H16 9.937 11.416 7.429
C19 14.631 16.630 17.343
H17 19.476 12.961 12.524
C20 12.348 18.449 6.945
H18 8.050 9.907 17.644
H19 16.979 15.807 14.963
C21 12.222 11.065 15.884
H20 9.698 13.801 9.447
C22 10.009 10.414 16.905
C23 18.529 10.238 15.905
C24 13.257 14.008 11.316
C25 14.303 19.015 17.437
H21 11.959 20.426 8.863
H22 19.043 9.532 11.123
C26 8.013 10.415 15.543
H23 19.417 12.693 16.697
H24 13.874 19.910 17.921
C27 10.728 10.853 15.806
C28 19.981 12.042 12.832
H25 13.500 17.630 18.882
C29 17.853 9.146 15.288
N3 12.631 17.659 9.271
H26 8.244 10.973 13.455
H27 20.886 12.306 13.384
H28 20.929 12.043 16.067
H29 18.147 11.272 17.779
H30 14.198 15.209 12.857
H31 17.103 7.037 13.716
H32 12.955 17.732 6.360
C30 14.996 9.638 17.307
C31 11.356 12.745 8.359
C32 12.625 13.990 10.048
C33 18.214 10.132 11.553
H33 13.180 20.374 6.746
C34 12.708 11.569 10.025
H34 15.551 10.529 17.612
H35 12.803 6.922 17.164
C35 14.251 10.399 11.790
C36 16.906 7.995 13.215
O3 15.464 10.735 11.922
H36 15.205 20.183 15.845
C37 13.184 18.906 9.812
H37 17.293 8.152 17.159
H38 17.262 9.708 11.213
C38 12.797 16.456 9.939
H39 12.501 10.650 9.466
H40 10.813 18.383 8.466
H41 10.017 11.198 9.266
H42 18.262 11.158 11.182
F1 13.892 17.535 11.862
C39 16.045 15.602 15.488
C40 15.047 19.183 16.268
Br1 16.652 12.938 14.806
C41 14.086 17.746 17.962
H43 16.586 7.420 15.736
H44 18.265 9.512 17.962
C42 13.682 15.219 11.899
C43 8.638 10.215 16.777
S1 14.090 8.686 18.411
H45 14.459 15.646 17.784
H46 19.734 10.451 17.696
N4 12.221 12.753 9.509
O4 13.986 12.793 13.168
C44 9.987 13.329 8.508
N5 12.602 12.432 16.158
H47 13.446 14.818 15.903
C45 12.982 20.044 8.821
C46 19.166 11.221 15.109
C47 15.610 18.080 15.638
O5 13.660 9.426 12.311
H48 13.820 7.854 14.861
H49 18.317 7.192 16.071
H50 11.566 18.887 6.315
H51 14.264 19.257 7.366
C48 13.521 7.732 17.027
N6 13.277 19.573 7.402
H52 6.936 10.259 15.474
H53 16.191 18.208 14.717

Forces on atoms 1 to 6 (eV/Å):
C -0.3366 0.2259 0.2712
C 0.3631 0.5820 0.4063
H -1.3498 0.3181 -1.0717
H 0.1304 0.0004 0.8116
C -0.2963 -0.9345 -0.8123
C -0.8147 0.5968 0.1458

Entry 4:
# C48H54F3N4O2SSbSn

A structure of composition C48H54F3N4O2SSbSn (ωB97M-V/def2-TZVPD, the Open Molecules 2025 dataset).

Calculated values
**Lowest unoccupied orbital energy (spin up / spin down)**: -0.258 / -0.296 Eh
**Net charge**: +2
**Orbital gap (spin up / spin down)**: 5.9 / 4.8 eV
**Energy relative to the best compared isomer or geometry (same formula, charge and spin)**: 0.225 eV

Geometry (Å):
C1 -0.308 -1.095 3.025
H1 2.595 -1.830 -2.898
H2 5.389 1.240 -1.729
H3 -2.700 -2.515 -1.217
C2 -1.836 -0.857 -4.422
C3 -5.475 7.091 0.531
H4 5.266 -1.939 -0.405
C4 -0.635 1.080 4.224
H5 -3.910 -1.630 -7.544
C5 5.463 -1.392 0.510
H6 0.531 -4.764 -1.248
F1 7.909 -1.299 3.131
N1 -1.044 -0.571 -3.231
H7 -2.717 -4.093 -0.419
H8 -3.372 -0.400 0.033
H9 -0.752 0.550 -5.626
H10 1.817 4.490 -2.678
H11 -0.629 1.612 3.264
H12 6.547 0.985 -3.910
C6 -1.546 -0.187 -5.595
O1 -1.592 -0.796 -2.047
C7 0.088 -4.097 0.776
H13 -6.821 5.502 0.016
H14 -3.306 -4.171 2.182
C8 1.480 -4.511 1.276
H15 -1.505 4.713 -0.238
H16 2.233 -3.741 1.080
H17 1.789 -5.417 0.749
C9 5.207 -0.543 -4.575
C10 0.175 -0.220 4.145
H18 -2.346 -0.344 2.706
H19 -0.205 1.741 4.982
C11 4.114 -1.349 -4.323
H20 -3.029 -2.315 -3.400
H21 0.377 -0.416 6.296
C12 -3.579 -2.086 -5.471
H22 -0.953 -5.407 2.164
H23 -1.674 0.887 4.509
N2 -2.366 4.290 0.074
H24 2.062 4.852 1.573
C13 -1.561 -1.026 2.409
C14 1.887 4.751 -0.556
C15 -3.815 -3.221 2.003
F2 5.834 -0.665 -5.743
C16 -3.316 -1.418 -6.661
H25 2.443 2.089 -2.531
C17 -0.361 -2.832 1.496
H26 0.576 -1.952 5.430
C18 2.371 2.684 -1.627
F3 1.470 6.021 -0.638
H27 -3.872 -2.677 2.949
H28 -6.259 7.833 0.623
C19 0.228 -3.843 -0.741
C20 -2.306 2.979 0.249
C21 -2.838 -1.803 -4.334
H29 1.421 -2.477 2.701
C22 0.009 -1.017 5.458
C23 -3.143 6.505 0.593
C24 2.010 4.020 -1.721
C25 -4.147 7.450 0.728
C26 -3.891 -1.072 0.729
H30 -4.087 -0.558 1.675
H31 2.288 -0.776 3.980
H32 4.243 1.133 2.455
C27 -5.791 5.785 0.194
H33 1.800 0.610 2.987
C28 2.624 2.112 -0.375
C29 -2.298 -0.476 -6.721
H34 6.261 0.562 3.761
H35 -5.061 3.836 -0.281
H36 1.474 -4.735 2.347
H37 -1.844 -5.183 0.658
C30 3.457 -1.210 -3.107
H38 -4.859 -1.308 0.284
C31 4.615 -0.360 0.928
C32 6.590 -1.706 1.253
C33 2.151 4.225 0.694
H39 -2.103 6.784 0.741
H40 -3.282 1.328 0.882
C34 0.422 -2.181 2.408
H41 1.013 -3.098 -0.919
C35 -4.791 4.829 0.054
C36 6.011 0.025 2.853
C37 -3.093 -2.379 0.922
C38 5.023 0.519 -2.451
C39 4.884 0.334 2.112
S1 -0.835 2.214 -0.235
Sb1 2.962 0.028 -0.319
H42 -1.041 -1.255 5.641
C40 2.514 2.891 0.783
H43 -4.361 -2.834 -5.425
H44 3.792 -2.067 -5.066
H45 -4.110 2.821 1.182
H46 7.273 -2.490 0.947
H47 -4.219 -3.235 -0.690
O2 0.717 0.024 -2.221
C41 -1.707 -2.074 1.484
N3 0.140 -0.159 -3.360
C42 5.679 0.385 -3.665
C43 3.909 -0.274 -2.177
C44 1.653 0.113 3.950
H48 -4.833 -3.437 1.666
Sn1 -0.334 -0.380 -0.380
H49 -3.888 8.470 0.981
C45 -3.468 5.197 0.264
H50 -0.690 -3.490 -1.207
C46 -3.165 -3.106 -0.428
H51 -0.411 -6.198 0.681
H52 -2.087 0.043 -7.649
H53 1.987 0.789 4.745
C47 -0.849 -5.280 1.083
N4 -3.307 2.330 0.825
H54 2.708 2.473 1.763
C48 6.836 -0.994 2.411

Forces on atoms 1 to 6 (eV/Å):
C -0.1953 0.0712 -0.1974
H 0.0079 0.0153 -0.0036
H -0.0097 -0.0073 -0.0157
H -0.0352 -0.0609 0.0705
C 0.1854 0.0926 0.3535
C 0.0350 0.0380 0.0181

Number 1: energy -3321.38789 Ha. Number 2: energy -7156.02950 Ha. Number 3: energy -6795.93664 Ha. Number 4: energy -3382.67298 Ha.